Entry 1:
Entry from the OMol25 dataset: a structure of composition C42H61BN9OPtS4Se (ωB97M-V/def2-TZVPD).

```
! RIJCOSX wB97M-V def2-TZVPD def2/J DEFGRID3
* xyz 3 1
Pt -1.088 -1.057 0.667
C 0.402 2.293 5.063
C 0.701 2.159 3.602
C 1.070 3.242 2.836
C 1.322 3.103 1.461
N 1.243 1.918 0.884
N 0.924 0.865 1.617
B 0.951 -0.481 0.827
N 1.539 -0.320 -0.601
N 2.861 -0.151 -0.611
C 3.479 -0.033 -1.761
C 2.750 -0.099 -2.972
C 1.394 -0.278 -2.970
C 0.573 -0.349 -4.217
C 0.788 -0.403 -1.698
S -0.928 -0.624 -1.548
C 4.991 0.132 -1.692
C 5.596 0.371 -3.075
C 5.571 -1.161 -1.095
C 5.322 1.325 -0.785
N 1.861 -1.478 1.593
N 2.899 -1.016 2.278
C 3.681 -1.890 2.872
C 3.438 -3.279 2.736
C 2.362 -3.753 2.030
C 2.028 -5.198 1.868
C 1.536 -2.756 1.475
S 0.045 -3.061 0.647
C 4.817 -1.310 3.703
C 5.561 -2.398 4.479
C 5.795 -0.597 2.759
C 4.223 -0.299 4.694
C 0.609 0.937 2.916
S 0.085 -0.520 3.794
C 1.690 4.290 0.596
C 2.877 5.022 1.242
C 2.065 3.843 -0.816
C 0.467 5.221 0.538
H 0.874 3.190 5.459
H 0.750 1.440 5.641
H -0.675 2.382 5.222
H 1.148 4.220 3.294
H 3.276 -0.025 -3.914
H 1.210 -0.457 -5.092
H -0.016 0.564 -4.335
H -0.121 -1.189 -4.182
H 5.483 -0.494 -3.731
H 6.665 0.555 -2.969
H 5.167 1.248 -3.565
H 5.451 -2.001 -1.781
H 5.085 -1.406 -0.150
H 6.637 -1.031 -0.908
H 5.028 2.266 -1.253
H 6.398 1.363 -0.615
H 4.823 1.241 0.181
H 4.098 -3.980 3.228
H 2.691 -5.822 2.462
H 2.122 -5.497 0.822
H 0.999 -5.395 2.176
H 6.052 -3.114 3.818
H 4.904 -2.938 5.164
H 6.342 -1.933 5.079
H 6.289 -1.306 2.092
H 6.566 -0.097 3.345
H 5.282 0.151 2.154
H 3.556 -0.791 5.407
H 3.675 0.488 4.173
H 5.027 0.168 5.262
H 3.706 4.341 1.447
H 2.600 5.525 2.169
H 3.238 5.789 0.558
H 2.910 3.154 -0.803
H 2.347 4.720 -1.398
H 1.230 3.355 -1.320
H 0.165 5.564 1.529
H -0.384 4.727 0.067
H 0.715 6.103 -0.051
C -6.084 2.177 1.116
C -6.537 1.569 -0.205
C -5.871 2.200 -1.425
C -4.392 1.849 -1.570
N -4.216 0.480 -2.073
C -3.926 -0.622 -1.371
Se -3.570 -0.663 0.485
N -3.975 -1.695 -2.172
C -3.747 -3.092 -1.781
C -4.899 -3.706 -0.994
C -6.257 -3.686 -1.701
C -7.022 -2.370 -1.580
C -4.290 -1.271 -3.457
C -4.480 -1.971 -4.647
C -4.817 -1.222 -5.753
C -4.966 0.175 -5.688
C -4.790 0.868 -4.510
C -4.450 0.110 -3.391
H -6.643 1.757 1.952
H -6.246 3.256 1.122
H -5.023 1.999 1.310
H -7.617 1.687 -0.304
H -6.363 0.486 -0.209
H -5.951 3.289 -1.372
H -6.392 1.898 -2.336
H -3.863 1.914 -0.621
H -3.890 2.508 -2.278
H -2.807 -3.137 -1.229
H -3.600 -3.636 -2.713
H -4.985 -3.213 -0.021
H -4.602 -4.738 -0.791
H -6.868 -4.478 -1.268
H -6.129 -3.956 -2.754
H -7.076 -2.049 -0.536
H -8.045 -2.488 -1.935
H -6.580 -1.558 -2.163
H -4.385 -3.046 -4.710
H -4.982 -1.721 -6.698
H -5.235 0.715 -6.585
H -4.922 1.940 -4.462
O -2.471 -1.487 4.952
S -2.568 -1.435 3.528
N -1.277 -0.921 2.817
*
```

Computed properties:
strongest force on any atom = 0.8 eV Å⁻¹
energy relative to the best compared isomer or geometry (same formula, charge and spin) = 0.00 kcal per mole
total energy = -172593.672 eV
Kohn-Sham gap = 6.069 eV
LUMO energy = -9.5559 eV

Entry 2:
Entry from the OMol25 dataset: a structure of composition C42H62BI2N17 at a distorted geometry (ωB97M-V/def2-TZVPD).

```
! RIJCOSX wB97M-V def2-TZVPD def2/J DEFGRID3
* xyz 0 1
C -3.829 -4.446 -3.011
C -3.436 -3.185 -3.146
C -2.932 -1.662 -3.226
C -1.491 -1.430 -2.469
C -0.240 -1.713 -3.473
B 1.205 -1.694 -2.735
C 1.275 -1.062 -1.201
I 0.855 1.086 -0.866
C 1.621 -1.916 -0.070
C 1.943 -3.501 -0.326
I 1.714 -1.028 1.954
H -3.800 -5.600 -2.899
H -3.681 -0.984 -2.640
H -2.901 -1.237 -4.296
H -1.450 -2.092 -1.519
H -1.529 -0.325 -2.104
H -0.244 -0.902 -4.289
H -0.390 -2.791 -3.879
H 2.189 -2.131 -3.271
H 2.481 -3.951 0.607
H 1.011 -4.100 -0.635
H 2.758 -3.540 -1.169
C -6.884 -2.964 -0.495
C -6.621 -1.997 -1.618
N -6.416 -1.221 -2.517
H -7.020 -3.970 -0.895
H -6.041 -2.968 0.197
H -7.785 -2.670 0.043
C -6.448 -0.875 2.969
C -7.095 -2.163 2.536
N -7.610 -3.188 2.191
H -6.121 -0.955 4.008
H -5.582 -0.664 2.338
H -7.160 -0.055 2.883
C -1.185 1.170 3.924
C -1.958 -0.030 3.439
N -2.575 -0.982 3.055
H -0.256 1.266 3.360
H -1.781 2.075 3.787
H -0.948 1.056 4.983
C 5.087 -3.198 -4.346
C 5.140 -3.239 -2.843
N 5.182 -3.271 -1.647
H 4.625 -2.266 -4.677
H 6.097 -3.259 -4.755
H 4.500 -4.039 -4.720
C -9.118 3.041 2.644
C -8.063 2.302 3.422
N -7.225 1.714 4.041
H -9.095 4.102 2.902
H -8.935 2.931 1.573
H -10.104 2.638 2.880
C -8.262 -5.236 5.112
C -7.537 -6.113 6.098
N -6.961 -6.810 6.882
H -7.543 -4.637 4.549
H -8.834 -5.853 4.416
H -8.945 -4.569 5.641
C 7.470 -1.101 0.288
C 7.205 0.115 1.133
N 6.995 1.084 1.805
H 8.065 -1.823 0.851
H 6.525 -1.567 0.000
H 8.015 -0.816 -0.613
C -12.309 -4.622 5.290
C -11.478 -3.783 4.356
N -10.814 -3.118 3.616
H -13.249 -4.112 5.510
H -12.526 -5.586 4.828
H -11.766 -4.787 6.223
C 7.732 3.202 -1.810
C 7.090 1.915 -2.253
N 6.580 0.892 -2.606
H 8.057 3.116 -0.771
H 8.599 3.421 -2.436
H 7.018 4.022 -1.894
C -0.138 -2.048 7.066
C 0.702 -1.205 6.146
N 1.370 -0.534 5.414
H -1.079 -1.539 7.282
H -0.354 -3.010 6.595
H 0.395 -2.222 8.002
C 9.986 5.499 0.792
C 9.166 5.894 -0.407
N 8.514 6.208 -1.360
H 9.343 5.416 1.670
H 10.468 4.536 0.611
H 10.753 6.252 0.981
C 4.671 6.195 -3.384
C 5.702 5.513 -4.241
N 6.527 4.971 -4.937
H 4.669 7.268 -3.588
H 3.680 5.790 -3.601
H 4.899 6.033 -2.329
C 4.198 3.942 -7.122
C 3.373 4.341 -8.316
N 2.717 4.658 -9.266
H 3.559 3.857 -6.241
H 4.679 2.980 -7.308
H 4.966 4.694 -6.933
C 7.430 -4.004 -8.178
C 6.117 -3.422 -7.729
N 5.072 -2.959 -7.372
H 7.947 -3.295 -8.827
H 8.058 -4.217 -7.311
H 7.256 -4.930 -8.729
C 3.520 2.611 5.081
C 2.350 3.557 5.056
N 1.419 4.309 5.036
H 4.318 2.989 4.440
H 3.898 2.514 6.101
H 3.210 1.628 4.721
C -0.144 6.323 -8.819
C -0.834 7.621 -8.495
N -1.383 8.652 -8.237
H -0.120 5.684 -7.934
H -0.680 5.806 -9.617
H 0.879 6.518 -9.145
C -3.664 -0.117 9.086
C -2.610 -0.859 9.864
N -1.772 -1.449 10.482
H -3.646 0.941 9.353
H -3.476 -0.219 8.015
H -4.650 -0.526 9.315
*
```

Computed properties:
strongest force on any atom = 7.0 eV Å⁻¹
total energy = -86754.806 eV
Kohn-Sham gap = 8.040 eV
LUMO energy = -0.3390 eV

Entry 3:
Entry from the OMol25 dataset: a structure of composition C42H62N4O33 at a distorted geometry (ωB97M-V/def2-TZVPD).

```
! RIJCOSX wB97M-V def2-TZVPD def2/J DEFGRID3
* xyz 0 1
C 5.950 1.062 3.206
C 6.197 0.706 2.088
O 6.154 0.322 0.848
C 6.081 1.418 -0.057
O 7.056 2.074 -0.253
N 4.896 1.621 -0.718
C 4.367 2.995 -0.615
C 4.452 3.681 0.752
C 3.105 4.434 0.973
C 2.634 4.296 2.405
O 1.606 5.277 2.649
C 3.848 0.610 -0.470
C 3.130 0.749 0.871
C 1.891 -0.173 0.950
C 0.731 0.553 1.648
N -0.318 0.924 0.691
C -1.237 1.814 1.259
N -1.849 1.663 2.358
N -1.484 2.971 0.461
H 5.889 1.189 4.250
H 4.910 3.601 -1.336
H 3.353 2.951 -0.985
H 4.525 2.973 1.568
H 5.231 4.429 0.805
H 2.319 3.977 0.379
H 3.170 5.478 0.685
H 2.158 3.329 2.542
H 3.456 4.443 3.103
H 1.705 5.528 3.569
H 3.102 0.683 -1.251
H 4.285 -0.382 -0.501
H 3.782 0.537 1.710
H 2.755 1.757 1.027
H 2.129 -1.093 1.473
H 1.593 -0.477 -0.052
H 0.345 -0.134 2.388
H 1.116 1.409 2.206
H 0.136 1.436 -0.058
H -1.563 0.774 2.772
H -2.285 2.739 -0.121
H -1.835 3.686 1.086
C -0.756 -1.454 -3.923
C -0.304 -2.194 -2.688
O 1.045 -1.739 -2.533
C 1.153 -0.541 -3.152
O 2.102 0.173 -3.049
O 0.050 -0.263 -3.878
H -1.814 -1.209 -3.906
H -0.534 -1.996 -4.843
H -0.877 -1.913 -1.803
H -0.336 -3.269 -2.800
C 3.486 -4.757 -0.025
C 2.804 -4.130 1.170
O 1.544 -3.724 0.622
C 1.294 -4.488 -0.459
O 0.254 -4.506 -1.041
O 2.373 -5.226 -0.799
H 4.143 -5.580 0.242
H 4.045 -4.032 -0.618
H 2.623 -4.845 1.974
H 3.343 -3.275 1.570
C -1.438 -6.856 -2.051
C -0.644 -7.752 -2.972
O -1.595 -8.770 -3.305
C -2.834 -8.255 -3.135
O -3.838 -8.789 -3.488
O -2.781 -7.056 -2.515
H -1.150 -5.815 -2.124
H -1.376 -7.170 -1.007
H -0.336 -7.243 -3.888
H 0.233 -8.183 -2.496
C -3.850 -2.433 3.531
C -3.297 -3.267 4.663
O -1.935 -2.835 4.722
C -1.866 -1.595 4.184
O -0.905 -0.897 4.234
O -3.033 -1.259 3.585
H -4.898 -2.177 3.665
H -3.721 -2.907 2.556
H -3.777 -3.049 5.619
H -3.353 -4.336 4.473
C -0.534 -0.713 -9.000
C -0.130 -2.093 -8.536
O -0.925 -2.271 -7.358
C -2.008 -1.451 -7.464
O -2.943 -1.476 -6.736
O -1.872 -0.606 -8.511
H -0.510 -0.603 -10.081
H 0.071 0.076 -8.548
H -0.392 -2.870 -9.257
H 0.928 -2.169 -8.300
C -3.899 7.340 -1.266
C -3.392 6.808 0.052
O -3.278 5.402 -0.200
C -3.132 5.239 -1.545
O -2.842 4.216 -2.072
O -3.359 6.400 -2.201
H -3.546 8.345 -1.483
H -4.988 7.324 -1.333
H -2.407 7.203 0.310
H -4.074 6.994 0.875
C 9.554 2.228 5.877
C 9.739 0.961 6.681
O 8.526 0.895 7.436
C 7.581 1.603 6.771
O 6.424 1.606 7.038
O 8.131 2.304 5.750
H 10.025 2.185 4.899
H 9.907 3.116 6.405
H 9.809 0.072 6.050
H 10.602 0.997 7.341
C -5.986 -10.239 -6.559
C -4.931 -9.168 -6.413
O -4.173 -9.320 -7.621
C -4.969 -9.908 -8.547
O -4.697 -10.023 -9.696
O -6.121 -10.348 -7.980
H -6.934 -9.967 -6.101
H -5.662 -11.202 -6.160
H -5.357 -8.163 -6.389
H -4.305 -9.308 -5.538
C -1.251 6.044 4.028
C -1.098 4.903 5.006
O -2.435 4.735 5.493
C -3.283 5.225 4.556
O -4.474 5.082 4.566
O -2.607 5.894 3.596
H -0.570 5.973 3.184
H -1.138 7.022 4.501
H -0.780 3.978 4.522
H -0.415 5.130 5.822
C -5.401 4.864 3.008
C -6.629 4.121 2.525
O -7.552 5.187 2.267
C -6.840 6.314 2.038
O -7.298 7.333 1.627
O -5.530 6.130 2.334
H -4.472 4.373 2.733
H -5.410 5.048 4.122
H -6.453 3.575 1.594
H -7.029 3.436 3.268
*
```

Computed properties:
strongest force on any atom = 17.8 eV Å⁻¹
total energy = -118079.341 eV
Kohn-Sham gap = 7.355 eV
LUMO energy = 0.0580 eV

Entry 4:
Entry from the OMol25 dataset: a structure of composition C42H62N5O3V at a distorted geometry (ωB97M-V/def2-TZVPD).

```
! RIJCOSX wB97M-V def2-TZVPD def2/J DEFGRID3
* xyz -1 4
V -0.401 -2.181 0.244
C 0.396 -4.636 -1.691
N 0.268 -4.373 -0.256
C -0.590 -5.391 0.353
C 1.579 -4.388 0.422
C 2.462 -3.198 0.071
N 1.741 -1.892 -0.003
C 2.066 -1.276 -1.325
C 1.213 -0.153 -1.831
C 1.791 1.051 -2.190
C 1.100 2.004 -2.930
C -0.189 1.664 -3.335
C -0.825 0.473 -2.982
C -0.125 -0.449 -2.169
O -0.657 -1.590 -1.750
C -2.231 0.150 -3.492
C -3.203 0.076 -2.311
C -2.775 1.218 -4.442
C -2.198 -1.175 -4.271
C 1.774 3.322 -3.312
C 2.249 4.038 -2.044
C 2.980 3.041 -4.218
C 0.826 4.263 -4.054
C 2.200 -1.036 1.124
C 1.566 0.314 1.360
C 2.450 1.315 1.744
C 2.033 2.538 2.249
C 0.658 2.704 2.390
C -0.279 1.743 2.020
C 0.169 0.545 1.405
O -0.697 -0.311 0.901
C -1.770 1.962 2.304
C -2.314 0.845 3.213
C -2.016 3.286 3.032
C -2.564 2.000 0.995
C 3.053 3.589 2.693
C 3.940 3.994 1.510
C 2.381 4.849 3.238
C 3.948 3.015 3.801
H 0.885 -5.604 -1.871
H 0.958 -3.843 -2.175
H -0.596 -4.649 -2.140
H -0.157 -6.396 0.243
H -1.562 -5.373 -0.132
H -0.719 -5.172 1.411
H 2.122 -5.312 0.170
H 1.386 -4.417 1.493
H 2.950 -3.363 -0.890
H 3.260 -3.142 0.815
H 1.963 -2.081 -2.052
H 3.123 -0.981 -1.307
H 2.820 1.231 -1.887
H -0.738 2.368 -3.945
H -3.368 1.075 -1.904
H -2.815 -0.543 -1.505
H -4.173 -0.313 -2.645
H -2.811 2.203 -3.971
H -3.796 0.949 -4.726
H -2.185 1.298 -5.359
H -1.787 -1.977 -3.661
H -1.574 -1.070 -5.163
H -3.209 -1.450 -4.596
H 2.937 3.424 -1.462
H 1.400 4.273 -1.397
H 2.762 4.971 -2.300
H 3.711 2.406 -3.713
H 3.480 3.972 -4.503
H 2.664 2.525 -5.128
H -0.071 4.475 -3.468
H 0.509 3.855 -5.017
H 1.335 5.212 -4.246
H 3.281 -0.873 1.008
H 2.076 -1.660 2.013
H 3.515 1.101 1.669
H 0.291 3.618 2.838
H -1.785 0.831 4.172
H -2.207 -0.130 2.745
H -3.375 1.027 3.418
H -1.468 3.346 3.975
H -3.082 3.367 3.258
H -1.742 4.150 2.419
H -2.482 1.053 0.471
H -2.185 2.786 0.334
H -3.620 2.207 1.202
H 3.346 4.462 0.724
H 4.439 3.126 1.073
H 4.710 4.703 1.830
H 1.720 5.309 2.498
H 3.146 5.583 3.505
H 1.790 4.641 4.133
H 4.545 2.175 3.441
H 3.347 2.659 4.640
H 4.637 3.782 4.169
C -4.163 -4.242 -0.604
C -4.390 -4.180 0.920
C -3.432 -3.078 1.400
O -2.590 -2.780 0.283
C -3.389 -2.970 -0.898
H -5.095 -4.298 -1.166
H -3.563 -5.113 -0.867
H -4.175 -5.136 1.397
H -5.421 -3.920 1.158
H -2.784 -3.371 2.221
H -3.964 -2.167 1.684
H -2.721 -2.990 -1.754
H -4.058 -2.113 -1.007
N -0.325 -2.767 2.166
C -0.078 -2.839 3.300
C 0.286 -3.024 4.632
C -0.271 -2.231 5.679
N -0.721 -1.590 6.527
C 1.238 -4.056 4.900
N 2.012 -4.899 5.065
*
```

Computed properties:
strongest force on any atom = 1.3 eV Å⁻¹
energy relative to the best compared isomer or geometry (same formula, charge and spin) = 0.00 kcal per mole
<S²> = 3.758
total energy = -83845.862 eV
Kohn-Sham gap (alpha / beta) = 5.814 / 6.615 eV
LUMO energy (alpha / beta) = 2.1948 / 2.1938 eV